An isolated molecule of C2H2S2 at a distorted geometry, computed with the ωB97M-V functional and the def2-TZVPD basis.

The geometry in XYZ format:
```
6
C2H2S2 the ωB97M-V functional and the def2-TZVPD basis
S -0.95 0.82 0.73
S -1.55 -1.26 -1.58
C -1.03 -0.37 -0.38
C 0.81 0.27 0.40
H 1.43 -0.16 1.25
H 1.30 0.70 -0.42
```

Output
largest force on an atom: 3.33 eV/Å
energy relative to the best compared isomer or geometry (same formula, charge and spin): 222.2 kJ/mol
orbital gap (alpha / beta): 7.653 / 7.651 eV
spin multiplicity: 1
calculated total energy: -23773.312 eV


A structure of composition C2H30F6N2O21S3Zn at a distorted geometry, computed with the ωB97M-V functional and the def2-TZVPD basis.

The geometry in XYZ format:
```
65
C2H30F6N2O21S3Zn the ωB97M-V functional and the def2-TZVPD basis
Zn 0.06 2.68 0.05
S 0.01 -0.60 0.01
S -1.07 2.59 -3.09
S -2.13 0.77 1.01
F -1.08 -0.17 3.21
F 1.54 0.65 -1.70
F 2.42 0.50 0.26
F -3.14 0.51 3.39
F 2.30 -1.27 -1.01
F -1.58 1.96 3.32
O 5.46 1.06 -0.81
O -2.83 -2.92 -3.01
O 1.88 -0.49 -4.58
O 0.23 -1.58 1.02
O 4.22 -2.89 0.81
O -4.25 3.84 4.14
O -2.50 -1.53 5.49
O -2.82 -0.40 0.62
O -1.35 1.14 -3.22
O -2.27 3.36 -3.29
O 2.00 -4.12 -0.27
O -4.35 4.32 1.24
O 0.28 -1.07 5.81
O 4.23 0.74 -3.60
O -0.70 -1.05 -1.14
O -2.77 2.01 0.74
O -0.56 2.84 -1.66
O 1.80 0.35 3.32
O 1.15 -3.53 3.15
O -3.83 0.52 -2.46
O -0.05 3.01 -4.05
N -0.46 0.87 0.57
N -0.86 -1.09 -4.46
C 1.72 -0.16 -0.67
C -1.96 0.75 2.87
H -3.05 1.04 -2.75
H 0.17 -1.17 -4.49
H 2.74 -0.57 -4.15
H 5.94 0.84 -1.62
H 4.66 -2.05 0.70
H -3.95 3.44 1.11
H -3.79 3.01 4.00
H -1.27 -0.78 -5.34
H 0.79 -3.05 2.39
H 2.74 -4.26 -0.86
H -3.50 -0.03 -1.74
H 0.95 -1.07 5.12
H -1.04 -0.23 -3.84
H 4.97 1.86 -1.03
H 4.60 1.10 -4.42
H -1.61 -1.52 5.10
H 0.45 -0.27 6.32
H 4.87 -3.55 0.53
H -1.25 -1.96 -4.09
H 2.49 0.97 3.10
H 1.97 0.27 -5.16
H 4.23 1.49 -2.99
H -3.65 4.94 1.02
H 1.78 -2.92 3.53
H -3.18 -3.81 -2.94
H -2.51 -2.71 -2.12
H -3.72 4.50 3.69
H 0.97 0.83 3.19
H 2.33 -3.51 0.40
H -2.83 -2.42 5.32
```

Output
largest force on an atom: 4.27 eV/Å
orbital gap: 4.816 eV
spin multiplicity: 1
calculated total energy: -145764.473 eV


A cluster of 15 separate species, C2H31O16 in total at a distorted geometry, computed with the ωB97M-V functional and the def2-TZVPD basis.

The geometry in XYZ format:
```
49
C2H31O16 the ωB97M-V functional and the def2-TZVPD basis
O -1.72 -2.89 -3.07
O 2.97 -2.43 -0.95
O 0.43 2.88 0.18
O -0.48 -0.07 3.24
O 0.70 2.74 2.83
O 2.74 1.04 0.54
O -1.44 2.29 -1.57
O -1.60 -0.44 -1.10
O -3.20 0.38 3.35
O -4.04 -0.06 -0.13
O 1.48 -0.54 -2.67
O 1.90 2.05 -2.41
O 2.90 1.06 3.34
O 0.34 -1.24 -0.34
O -0.81 -0.08 -3.82
O 1.70 -1.66 1.87
C -1.62 -2.28 0.49
C -0.93 -1.19 -0.37
H -0.98 2.56 -0.74
H -1.61 -3.30 0.04
H -3.10 0.14 -0.32
H 0.98 2.34 -2.39
H -0.87 -3.23 -2.78
H 2.21 0.27 0.31
H -1.41 -0.82 -3.99
H -2.34 -0.04 3.16
H 3.24 0.84 2.47
H 0.31 2.75 1.93
H 1.45 -1.87 0.93
H 0.60 -0.41 -3.12
H 3.07 1.47 -0.25
H 0.00 -0.49 2.51
H -1.23 0.39 -3.09
H -1.43 1.32 -1.50
H 1.83 1.06 -2.48
H 2.04 1.49 3.22
H 2.05 -2.37 -1.21
H 2.61 -1.36 1.83
H -4.46 0.79 0.03
H -1.95 -2.26 -2.36
H 0.98 2.10 0.00
H 0.89 3.65 -0.19
H 1.15 -0.97 -1.86
H -1.05 -2.35 1.41
H -3.04 1.23 2.91
H -2.66 -1.97 0.49
H 3.45 -2.04 -1.69
H 0.17 2.08 3.27
H -0.21 -0.54 4.03
```

Output
largest force on an atom: 2.16 eV/Å
energy relative to the best compared isomer or geometry (same formula, charge and spin): 33.8 kJ/mol
orbital gap: 10.185 eV
spin multiplicity: 1
net charge: -1
calculated total energy: -35342.318 eV


A cluster of 14 separate species, C2H32N2O14 in total at a distorted geometry, computed with the ωB97M-V functional and the def2-TZVPD basis.

The geometry in XYZ format:
```
50
C2H32N2O14 the ωB97M-V functional and the def2-TZVPD basis
O 1.22 -1.92 -1.99
O -2.48 1.28 -3.67
O 0.69 3.32 2.33
O -0.45 -1.17 4.51
O -2.32 -1.15 -2.50
O 2.57 -2.93 -0.24
O -3.25 2.59 -0.79
O 3.95 0.03 -0.57
O -2.86 -2.96 0.47
O 0.21 1.63 -3.70
O -0.56 1.36 -0.20
O 1.89 0.68 -1.94
O 2.19 2.69 -0.29
O -2.75 -0.50 0.71
N 0.45 -1.59 1.28
N 0.79 0.39 3.43
C 0.37 -0.84 3.71
C 0.92 -1.89 2.65
H -2.70 -1.98 -2.86
H 0.78 -0.64 0.94
H -1.18 0.97 0.39
H -3.28 -0.02 1.35
H -2.64 2.09 -1.38
H 0.69 1.12 4.13
H 0.29 3.09 1.53
H 1.42 3.97 2.01
H -3.28 0.69 -3.50
H 3.09 0.37 -0.60
H -0.01 2.40 -4.11
H -2.15 -1.65 -1.61
H -2.54 1.89 -2.88
H 2.77 -2.04 0.11
H 1.00 0.90 -2.41
H 2.07 -1.91 2.53
H -0.26 2.29 0.01
H 1.04 -1.70 -1.05
H -3.21 -3.42 -0.27
H -0.66 1.11 -4.03
H 1.99 2.32 -1.14
H -2.58 3.26 -0.48
H 1.12 0.81 2.58
H 0.57 -2.91 2.82
H 1.77 -0.23 -1.86
H -0.42 -1.83 1.05
H 3.13 2.70 -0.40
H -2.12 -0.89 1.24
H 3.86 -0.73 -0.01
H 2.56 -3.69 0.42
H -3.61 -2.57 1.09
H 1.69 -2.71 -1.85
```

Output
largest force on an atom: 6.52 eV/Å
energy relative to the best compared isomer or geometry (same formula, charge and spin): 278.1 kJ/mol
orbital gap: 9.119 eV
spin multiplicity: 1
calculated total energy: -34235.632 eV


A cluster of 16 separate species, C2H32NO18 in total at a distorted geometry, computed with the ωB97M-V functional and the def2-TZVPD basis.

The geometry in XYZ format:
```
53
C2H32NO18 the ωB97M-V functional and the def2-TZVPD basis
O 1.09 1.94 -1.80
O -3.91 -0.37 2.75
O 1.46 0.30 -3.86
O -2.53 2.78 -1.34
O -0.21 -2.00 0.31
O -2.63 -2.90 -1.00
O -0.82 3.16 1.42
O 3.73 -1.20 2.04
O -2.50 0.44 -2.47
O 2.24 -3.12 0.96
O 3.33 2.78 -0.64
O 1.77 4.09 1.33
O -2.53 -2.67 2.58
O 2.13 -3.28 -1.68
O -1.43 0.77 3.67
O -0.25 -0.69 -1.51
O -3.76 -0.57 0.10
O 2.67 -0.48 -1.50
N 1.20 -0.37 0.33
C 0.06 -1.06 -0.41
C 2.40 -0.22 -0.33
H 0.62 -0.25 -3.91
H -2.46 -2.94 1.65
H -0.08 2.55 1.13
H 4.52 -1.28 1.54
H 1.22 1.88 -2.79
H 1.15 -3.32 -1.91
H 3.01 1.78 -0.73
H 1.05 -0.43 1.32
H -0.58 4.11 1.47
H -3.27 -0.11 -0.51
H -2.17 0.36 3.09
H -1.54 -2.39 2.75
H 3.16 -1.97 1.75
H -1.78 -2.94 -0.39
H 1.50 3.99 2.26
H 2.34 -3.41 0.02
H -1.12 1.53 3.33
H 2.27 -2.30 -1.88
H 2.67 3.68 1.23
H -2.70 1.34 -2.27
H 2.58 3.26 -1.02
H -3.92 -1.33 2.96
H 0.41 1.24 -1.73
H 2.09 0.14 -3.14
H -1.90 3.41 -1.59
H 3.32 0.18 0.30
H -3.45 -1.38 -0.25
H -2.24 -2.41 -1.73
H 1.45 -2.69 0.83
H -1.64 0.27 -2.04
H -2.31 2.44 -0.50
H -3.72 -0.34 1.79
```

Output
largest force on an atom: 5.52 eV/Å
energy relative to the best compared isomer or geometry (same formula, charge and spin): 173.9 kJ/mol
orbital gap: 9.979 eV
spin multiplicity: 1
net charge: -1
calculated total energy: -40942.231 eV


A cluster of 16 separate species, C2H33NO17 in total at a distorted geometry, computed with the ωB97M-V functional and the def2-TZVPD basis.

The geometry in XYZ format:
```
53
C2H33NO17 the ωB97M-V functional and the def2-TZVPD basis
O 0.86 -1.56 -0.46
O 2.12 3.66 -1.51
O -0.29 -2.74 3.82
O 2.65 3.61 1.61
O 2.46 1.15 0.12
O 0.60 -1.78 -3.07
O 2.57 -3.13 0.80
O -0.65 1.79 -2.46
O -2.12 -2.68 -2.02
O -1.21 0.38 0.11
O -1.88 -0.51 -3.71
O -2.54 -1.99 2.29
O 2.24 -0.72 2.80
O -1.04 2.63 1.39
O -3.87 1.14 -0.26
O -2.89 0.88 2.38
O 2.55 0.10 -3.81
N 0.26 0.78 1.80
C -0.20 2.09 2.04
C -0.50 -0.10 0.98
H 1.97 -3.87 0.57
H 1.33 4.08 -1.86
H 2.93 -0.81 3.48
H 2.44 0.46 -2.93
H 0.48 -2.05 -1.19
H 2.23 -1.54 2.27
H -1.65 -0.36 -2.78
H 0.61 -2.59 3.48
H -1.54 2.07 -2.69
H -2.87 -1.21 2.73
H -2.44 -2.13 -2.73
H 1.97 2.84 -1.05
H -1.94 0.35 -4.16
H 1.66 -1.23 -0.89
H 2.87 3.78 0.67
H -3.75 0.27 0.15
H -2.91 1.51 -0.17
H 3.25 1.14 -0.43
H -0.31 -1.13 1.22
H -3.38 -2.46 2.23
H -0.18 -1.19 -3.14
H -2.56 1.00 1.50
H 0.11 2.58 2.95
H 0.99 0.38 2.40
H -2.38 -2.40 -1.15
H 1.95 2.98 1.44
H 1.62 -0.06 -4.04
H -0.87 -2.61 3.05
H -3.52 1.61 2.45
H 0.56 -2.43 -3.77
H -0.57 1.93 -1.51
H 2.10 -2.48 0.20
H 2.70 0.56 0.84
```

Output
largest force on an atom: 3.36 eV/Å
energy relative to the best compared isomer or geometry (same formula, charge and spin): 297.4 kJ/mol
orbital gap: 10.099 eV
spin multiplicity: 1
calculated total energy: -38907.152 eV


A cluster of 14 separate species, C2H34NO13 in total at a distorted geometry, computed with the ωB97M-V functional and the def2-TZVPD basis.

The geometry in XYZ format:
```
50
C2H34NO13 the ωB97M-V functional and the def2-TZVPD basis
O 1.48 -3.70 0.97
O -2.01 -2.67 2.01
O 3.40 -1.37 0.86
O -3.06 0.45 -0.66
O 2.39 0.78 -2.74
O -0.91 -3.61 -0.61
O -1.35 -0.22 3.12
O -3.81 -0.55 1.66
O 1.70 1.57 1.43
O -0.04 -1.40 -1.81
O -1.88 1.86 -3.51
O 3.81 1.12 -0.14
O 0.60 -0.83 0.83
N -0.16 1.43 -0.79
C -0.71 2.83 -0.93
C -0.02 3.82 0.01
H -0.87 0.57 2.88
H 0.70 1.38 -0.21
H 2.98 0.31 -2.05
H 2.22 0.75 1.68
H -3.18 -0.54 -0.84
H 3.10 -2.28 0.78
H -2.53 1.39 -2.97
H -1.76 1.29 -4.25
H -2.37 -2.93 2.89
H -0.47 3.16 -1.90
H -0.58 -2.91 -0.04
H -3.86 0.96 -0.70
H 0.45 -0.93 -0.11
H 0.06 0.97 -1.69
H -1.74 -3.86 -0.26
H -0.87 -1.05 3.38
H 0.25 -1.01 -2.62
H 0.56 4.67 -0.65
H 4.76 1.05 -0.37
H -0.70 4.22 0.68
H -2.64 -1.96 1.76
H 4.33 -1.16 0.82
H -2.92 -0.31 1.41
H 1.95 2.28 1.99
H -3.89 -0.24 2.58
H 1.22 -1.52 1.06
H 1.14 -4.42 0.35
H 3.53 0.22 0.08
H 0.91 3.44 0.55
H 1.41 -4.14 1.85
H 2.58 1.69 -2.51
H -0.40 -2.27 -2.05
H -1.80 2.83 -0.82
H -0.99 0.84 -0.44
```

Output
largest force on an atom: 4.71 eV/Å
energy relative to the best compared isomer or geometry (same formula, charge and spin): 7.6 kJ/mol
orbital gap: 10.925 eV
spin multiplicity: 1
net charge: +1
calculated total energy: -30727.642 eV


A cluster of 15 separate species, C2H34NO14 in total at a distorted geometry, computed with the ωB97M-V functional and the def2-TZVPD basis.

The geometry in XYZ format:
```
51
C2H34NO14 the ωB97M-V functional and the def2-TZVPD basis
O -3.05 -0.07 -2.34
O -0.36 -3.48 -0.15
O -3.12 -1.96 -0.48
O -1.03 3.45 -1.51
O 2.98 1.25 -2.31
O 0.37 -0.82 -3.62
O -2.84 2.18 -0.04
O 3.90 -0.57 -0.50
O 2.07 0.99 3.12
O 2.00 -2.74 0.26
O -2.07 -1.77 3.53
O 0.19 1.62 -3.36
O -0.98 2.51 3.03
O 3.19 -1.23 2.12
N -1.59 0.34 1.71
C -0.14 0.74 1.24
C 0.01 0.61 -0.08
H 2.70 0.13 2.99
H 3.48 -1.48 -0.38
H -3.11 -1.34 -1.20
H 3.87 -0.21 0.40
H -0.59 2.61 -1.89
H -1.73 -0.64 1.37
H 0.98 -1.38 -3.15
H -2.24 0.86 1.09
H 0.90 0.85 -0.58
H -1.54 -1.77 4.38
H -0.84 4.13 -2.17
H -0.30 2.09 3.57
H -0.29 -4.43 -0.04
H -2.13 -0.17 -2.60
H 2.66 1.79 3.05
H -0.84 3.52 3.21
H 2.68 -1.96 1.48
H 3.19 -1.68 3.03
H 1.22 -2.14 0.18
H 1.82 -3.66 0.17
H -0.65 0.11 -0.89
H 0.34 1.15 2.02
H 0.83 -0.20 -4.21
H 3.36 0.75 -1.52
H -3.99 -2.20 -0.50
H -3.39 2.84 0.21
H -1.69 0.36 2.75
H -2.14 2.62 -0.60
H 0.42 1.84 -4.30
H 3.55 0.98 -2.98
H -1.92 -2.54 2.95
H 1.01 1.51 -2.93
H -1.33 -3.29 -0.52
H -3.81 -0.10 -3.02
```

Output
largest force on an atom: 6.61 eV/Å
energy relative to the best compared isomer or geometry (same formula, charge and spin): 283.4 kJ/mol
orbital gap: 10.825 eV
spin multiplicity: 1
net charge: +1
calculated total energy: -32773.223 eV


A cluster of 16 separate species, C2H35NO16 in total at a distorted geometry, computed with the ωB97M-V functional and the def2-TZVPD basis.

The geometry in XYZ format:
```
54
C2H35NO16 the ωB97M-V functional and the def2-TZVPD basis
O 3.42 -0.86 -0.81
O 1.78 1.10 -2.09
O -2.22 2.55 2.24
O -2.60 1.92 -0.53
O -0.39 0.04 4.37
O -1.15 -2.04 2.72
O 1.67 -2.47 -2.74
O 2.56 -0.86 1.75
O -2.22 -0.45 -2.54
O 4.27 2.09 -1.00
O 0.49 2.22 1.74
O -3.97 -1.64 1.20
O 3.38 2.02 2.07
O -2.87 -3.04 -1.22
O -0.13 -1.29 -1.12
O -0.90 -3.25 0.54
N 0.08 1.39 -0.71
C 0.67 1.59 -1.92
C -0.12 2.38 -2.94
H 4.05 -0.13 -0.73
H 1.24 2.75 1.44
H 1.73 -2.65 -3.69
H 3.08 -0.96 0.92
H -0.95 1.51 -0.73
H -3.23 1.75 0.19
H -1.01 -1.73 1.83
H 0.61 -1.74 -1.56
H 0.37 0.65 -0.12
H -2.54 2.26 3.09
H 2.88 1.17 2.22
H -2.33 0.00 -1.69
H -0.81 -2.95 2.71
H -0.53 -2.51 -0.06
H 3.73 2.42 -0.26
H 2.76 -0.45 -1.39
H -1.25 2.62 2.21
H 1.66 -0.60 1.92
H -0.80 -3.89 -0.19
H -3.36 -2.35 1.50
H -0.63 -0.89 4.43
H -3.34 -2.37 -0.73
H -3.65 -0.88 1.69
H -0.95 -1.21 -1.67
H 0.21 2.18 -3.95
H -0.27 0.09 3.41
H 3.72 2.24 -1.78
H 2.42 -2.94 -2.35
H -2.88 -1.12 -2.73
H 0.07 3.48 -2.89
H -2.35 2.79 -0.17
H -3.37 -3.86 -1.35
H -1.19 2.47 -2.83
H 0.87 1.72 2.48
H 4.28 1.74 1.85
```

Output
largest force on an atom: 2.75 eV/Å
energy relative to the best compared isomer or geometry (same formula, charge and spin): 174.3 kJ/mol
orbital gap: 9.714 eV
spin multiplicity: 1
calculated total energy: -36893.047 eV


A cluster of 17 separate species, C2H37O17 in total at a distorted geometry, computed with the ωB97M-V functional and the def2-TZVPD basis.

The geometry in XYZ format:
```
56
C2H37O17 the ωB97M-V functional and the def2-TZVPD basis
O -2.77 2.66 -0.49
O -1.97 0.93 1.56
O -0.34 3.06 1.06
O -2.14 -2.55 0.27
O 0.07 1.96 -1.41
O -2.80 0.17 -2.29
O -0.02 1.68 3.90
O -2.57 -1.95 2.93
O 2.80 -2.18 -2.45
O -2.26 0.33 4.08
O 2.18 3.03 2.20
O -0.75 -0.45 -0.47
O 4.20 0.25 -2.51
O -0.88 -1.99 -2.78
O 0.70 -4.17 -2.22
O 1.69 0.66 -3.21
O 3.27 1.26 0.32
C 0.81 -0.43 1.30
C 0.58 -0.76 -0.16
H -0.37 -2.80 -2.62
H -0.17 1.04 -1.14
H -3.07 -2.75 2.97
H -0.39 2.03 -2.26
H -2.62 1.10 -2.31
H -1.48 -1.92 0.10
H -1.52 0.24 1.08
H 0.27 2.55 4.12
H -2.14 -0.57 3.81
H 0.58 -4.70 -3.03
H 2.25 -1.49 -2.82
H 0.28 -4.69 -1.51
H 3.99 -0.39 -1.90
H 2.80 3.69 2.04
H 0.73 -1.81 -0.38
H -3.65 2.52 -0.81
H 1.09 1.15 -2.67
H 1.27 -0.13 -0.71
H -2.56 1.85 -0.07
H -2.15 -0.30 -1.73
H 1.21 0.38 -4.02
H 1.82 -0.60 1.62
H 2.25 -2.98 -2.34
H -2.18 0.72 2.47
H 2.89 1.65 1.12
H -0.64 -1.37 -2.06
H 2.50 0.78 -0.02
H 0.19 1.49 3.00
H -2.35 -2.07 1.96
H 0.19 -1.04 2.01
H 3.36 0.49 -2.90
H -1.76 -3.46 0.15
H -0.98 2.40 1.22
H 0.12 2.80 0.28
H 0.57 0.62 1.43
H 1.32 3.39 1.93
H -1.40 0.69 4.32
```

Output
largest force on an atom: 4.50 eV/Å
energy relative to the best compared isomer or geometry (same formula, charge and spin): 208.7 kJ/mol
orbital gap: 8.138 eV
spin multiplicity: 1
net charge: -1
calculated total energy: -37484.867 eV


A structure of composition C2H3AgLiO2 at a distorted geometry, computed with the ωB97M-V functional and the def2-TZVPD basis.

The geometry in XYZ format:
```
9
C2H3AgLiO2 the ωB97M-V functional and the def2-TZVPD basis
Ag 0.85 1.96 0.66
O -0.62 1.57 -0.58
O 1.19 -0.02 0.48
C -0.05 -0.56 0.25
C -0.91 0.27 -0.40
Li 2.23 0.36 -1.01
H -1.76 -0.15 -0.96
H -0.71 -1.60 1.61
H -0.22 -1.83 -0.04
```

Output
largest force on an atom: 4.69 eV/Å
energy relative to the best compared isomer or geometry (same formula, charge and spin): 289.8 kJ/mol
orbital gap (alpha / beta): 4.247 / 5.670 eV
expectation value of S²: 0.783
spin multiplicity: 2
calculated total energy: -10415.265 eV


Q: Which value of calculated total energy does entry 3 give?
A: -35342.318 eV


Q: spin multiplicity of number 8 (C2H34NO14)?
A: 1


Q: Look up the calculated total energy of the eleventh one.
A: -10415.265 eV


Q: Among the records above, which one has the highest spin multiplicity?
A: C2H3AgLiO2